(1)
Formula: C22H31As3ClF9NO5Pd
Source: OMol25
Level of theory: the ωB97M-V functional and the def2-TZVPD basis

Geometry as XYZ:
```
73
Properties=species:S:1:pos:R:3:forces:R:3
Pd 1.1259 -2.0965 0.6526 -0.3 0.0 -0.5
C 3.1277 2.8453 0.9290 0.0 -0.2 0.0
As 1.7140 1.4450 0.8841 -0.1 0.7 0.1
C 1.4873 1.5724 -1.0636 0.0 -0.1 0.0
C 0.3511 2.7911 1.5534 0.1 -0.1 0.1
C -1.0934 2.9381 1.0612 0.0 -0.2 0.0
C -1.7297 4.0697 1.8909 0.0 -0.1 -0.1
C -1.9307 1.6706 1.3091 0.2 0.0 0.0
As -1.3817 -0.1707 0.6760 -0.7 0.9 -0.1
C -2.8815 -0.9811 1.6715 0.1 -0.1 0.1
C -2.3313 -0.1107 -1.0610 0.1 -0.2 0.1
C -1.1783 3.3455 -0.4177 0.0 -0.2 0.1
As -0.0472 4.8848 -0.9523 -0.3 0.1 -0.2
C -0.1644 4.5930 -2.9004 0.0 0.0 0.0
C -1.4403 6.2888 -0.9366 0.0 0.0 0.0
H 2.8554 3.6569 0.2520 0.0 0.0 0.0
H 4.0884 2.4381 0.6271 0.1 -0.1 0.0
H 3.2223 3.2399 1.9415 0.0 0.0 0.0
H 1.2570 2.5891 -1.3743 0.0 -0.1 0.0
H 0.7295 0.8689 -1.4111 0.0 0.1 0.0
H 2.4325 1.2739 -1.5088 0.1 -0.1 0.0
H 0.8220 3.7724 1.4503 0.1 -0.1 0.1
H 0.2995 2.5735 2.6273 0.1 0.0 0.0
H -1.7598 3.8174 2.9517 0.0 0.0 0.0
H -2.7522 4.2610 1.5563 0.0 0.0 0.0
H -1.1465 4.9868 1.7765 0.0 0.1 0.0
H -2.9392 1.8536 0.9205 0.0 -0.2 0.1
H -2.0139 1.5449 2.3948 -0.1 -0.1 0.0
H -3.6619 -0.2481 1.8795 0.0 0.1 -0.1
H -2.5020 -1.3810 2.6102 0.0 0.0 0.0
H -3.3014 -1.8069 1.1012 0.0 0.0 0.0
H -3.3363 0.2974 -0.9407 0.0 0.0 0.1
H -2.3966 -1.1309 -1.4389 0.0 0.0 0.0
H -1.7829 0.4785 -1.7952 0.0 0.0 0.0
H -2.2196 3.5846 -0.6602 0.0 0.0 -0.1
H -0.8850 2.4946 -1.0307 0.0 0.1 -0.1
H 0.4976 3.7885 -3.2181 0.0 0.0 0.1
H 0.1438 5.5020 -3.4184 0.0 0.0 0.1
H -1.1835 4.3484 -3.2030 0.0 0.0 0.0
H -1.6362 6.6375 0.0761 0.0 0.0 0.0
H -2.3716 5.9187 -1.3666 0.0 0.0 0.0
H -1.0990 7.1410 -1.5254 0.1 0.0 0.0
F 6.4789 -1.2008 -0.5191 -0.1 -0.1 0.0
C 5.2193 -1.0438 -0.9732 0.0 0.3 -0.2
F 5.1847 -1.5461 -2.2169 -0.1 0.0 0.0
F 5.0084 0.2752 -1.0900 0.0 0.0 0.0
C 4.1358 -1.6859 -0.0545 -0.2 0.0 0.1
O 2.9292 -1.1631 -0.3417 -0.2 -0.6 0.5
C 4.5188 -1.3862 1.4437 0.0 0.2 0.1
F 5.5325 -2.1214 1.9307 0.0 0.0 -0.1
F 4.8795 -0.1003 1.6066 0.0 0.1 -0.2
F 3.4571 -1.5804 2.2362 0.1 -0.1 0.0
C 4.1603 -3.2514 -0.2596 -0.1 -0.2 0.0
F 5.3021 -3.7278 -0.7949 0.1 0.1 0.0
F 3.1614 -3.6199 -1.0590 0.2 0.0 -0.1
F 4.0077 -3.8901 0.9062 -0.2 -0.1 0.1
Cl -5.6397 -6.9250 -1.5364 -0.1 -0.1 0.0
C -4.3195 -5.8783 -1.1089 0.1 0.1 0.0
C -4.1641 -5.4915 0.2124 0.0 0.0 -0.1
C -3.1032 -4.6655 0.5434 0.0 0.0 0.0
C -2.2176 -4.2285 -0.4353 0.0 0.1 0.1
C -2.3934 -4.6253 -1.7548 0.0 0.1 0.1
C -3.4477 -5.4554 -2.0987 0.0 0.0 0.0
C -1.0777 -3.3292 -0.0434 -0.4 -0.2 0.0
O -0.3272 -2.8716 -0.9413 0.6 0.1 0.1
O -0.9416 -3.0448 1.1689 0.1 0.2 -0.1
H -4.8638 -5.8408 0.9582 0.0 0.0 0.0
H -2.9416 -4.3507 1.5651 0.0 0.0 0.0
H -1.6917 -4.2767 -2.4998 0.0 0.0 0.0
H -3.5957 -5.7796 -3.1191 0.0 0.0 0.0
O 1.1898 -4.7254 0.9399 0.2 0.3 -0.3
N 1.2377 -4.5964 2.1513 0.0 -0.6 0.5
O 1.3330 -3.4593 2.6142 0.3 0.3 -0.1
```
Positions in Å, forces in eV/Å.

Computed properties:
* LUMO energy (spin up / spin down): 2.431 / 0.982 eV
* 2S+1: 3
* net charge: -1
* gap between HOMO and LUMO (spin up / spin down): 8.201 / 6.440 eV
* <S²>: 2.009

=====

(2)
Formula: C22H31BF3N2O7
Source: OMol25
Level of theory: the ωB97M-V functional and the def2-TZVPD basis

Geometry as XYZ:
```
66
Properties=species:S:1:pos:R:3:forces:R:3
C -4.3600 -3.3280 -0.4014 -0.5 0.7 -0.3
C -4.1100 -3.5296 -1.9073 0.8 -0.5 0.2
C -3.4112 -4.8845 -2.2389 -1.6 0.6 0.0
O -2.5690 -4.7315 -3.3803 0.5 -0.8 0.3
C -1.2608 -4.4864 -3.0584 0.0 0.4 0.4
C -0.2656 -4.9730 -3.9536 -0.3 -0.6 -1.3
N 1.0238 -4.8062 -3.8198 -1.4 0.6 1.0
C 1.3194 -4.0814 -2.6918 1.5 0.2 0.1
C 2.6768 -3.7795 -2.4262 -0.1 -0.3 -0.5
C 3.0522 -3.0464 -1.3470 0.7 -0.1 0.4
C 4.5529 -2.7545 -1.2112 1.6 0.7 0.5
O 5.3758 -3.6898 -1.0916 -1.1 -0.5 -0.2
O 4.8730 -1.5389 -1.2038 -1.0 0.2 -0.1
C 2.0900 -2.5635 -0.3972 0.0 0.0 -0.2
B 2.5762 -1.7058 0.8540 0.4 -0.1 0.2
O 1.7585 -0.6842 1.3810 0.5 -0.2 -0.6
C 3.9511 -1.9587 1.6039 -0.1 0.1 0.7
C 3.7864 -2.0551 3.1511 0.1 -0.1 -0.2
C 0.7631 -2.8518 -0.6408 -0.3 0.0 0.7
C -0.3504 -2.3411 0.2821 0.0 0.1 -0.9
C -0.9515 -1.0787 -0.3684 -0.2 -0.6 -0.5
O 0.0520 -0.1325 -0.7474 -0.3 0.4 0.4
C -0.5029 1.0293 -1.2955 -0.5 -0.2 0.0
C -0.0760 2.2908 -0.5166 0.7 -1.4 -0.4
F -0.8876 2.5592 0.5215 0.0 0.2 -0.2
F -0.0191 3.3596 -1.3331 -0.3 0.1 0.4
F 1.1618 2.0956 -0.0229 -0.2 0.5 0.1
C 0.3613 -3.6071 -1.7825 -0.5 0.2 0.4
N -0.9816 -3.8250 -1.9735 0.4 -0.5 -0.7
H -3.5270 -3.6566 0.2316 -0.2 -0.1 -0.3
H -4.4892 -2.2511 -0.2005 0.0 -0.3 0.0
H -5.3080 -3.7962 -0.0999 0.4 -0.1 0.1
H -3.4539 -2.7391 -2.2925 -0.1 -0.2 0.2
H -5.0452 -3.4915 -2.4818 0.2 0.2 0.2
H -4.2212 -5.5798 -2.5145 0.5 0.0 -0.2
H -2.9070 -5.3205 -1.3686 0.3 0.3 -0.3
H -0.6130 -5.5130 -4.8410 0.0 0.1 0.3
H 3.4396 -4.1468 -3.1122 -0.2 0.0 0.1
H 2.1748 0.1490 1.1187 -0.2 0.1 0.3
H 4.5622 -1.0562 1.4194 0.0 -0.4 -0.3
H 4.4882 -2.8478 1.2525 0.0 0.4 -0.1
H 4.7603 -2.0796 3.6665 -0.2 0.0 -0.3
H 3.2767 -2.9920 3.4228 -0.1 0.3 0.1
H 3.2314 -1.1906 3.5435 0.0 -0.4 -0.1
H -1.1637 -3.0819 0.2852 0.2 0.2 0.1
H -0.0013 -2.1904 1.3052 -0.1 0.2 -0.3
H -1.7521 -0.6288 0.2448 0.4 0.1 0.1
H -1.4234 -1.4010 -1.3180 -0.1 -0.1 0.4
H -0.1942 1.1616 -2.3453 0.0 0.0 0.3
H -1.6008 0.9432 -1.2360 0.2 0.5 -0.3
C 0.1111 5.2391 2.0067 0.1 -0.1 0.1
O -0.0670 6.0640 3.1505 0.0 0.1 -0.2
C 0.5290 7.3428 3.0080 -0.2 -0.1 0.4
C -0.4979 8.4019 2.6582 0.2 0.1 -0.3
O -1.0610 8.1821 1.3730 -0.1 -0.1 0.1
C -2.3384 7.5705 1.4285 0.0 0.1 -0.1
H -0.5685 4.3951 2.0898 0.0 0.0 0.1
H -0.1062 5.7739 1.0797 0.0 0.0 0.0
H 1.1376 4.8591 1.9776 0.0 0.0 -0.1
H 1.3289 7.3176 2.2616 0.0 0.0 -0.1
H 0.9786 7.5964 3.9738 0.0 0.1 0.0
H -0.0002 9.3765 2.6266 0.0 0.0 0.0
H -1.2807 8.4488 3.4220 0.0 -0.1 0.0
H -3.0941 8.3065 1.7248 -0.1 -0.1 0.0
H -2.3554 6.7288 2.1243 0.0 0.0 0.0
H -2.5776 7.2046 0.4309 0.0 0.0 0.0
```
Positions in Å, forces in eV/Å.

Computed properties:
* LUMO energy: 2.288 eV
* net charge: -1
* gap between HOMO and LUMO: 6.722 eV

=====

(3)
Formula: C22H31Br2GeNO4SV
Source: OMol25
Level of theory: the ωB97M-V functional and the def2-TZVPD basis

Geometry as XYZ:
```
63
Properties=species:S:1:pos:R:3:forces:R:3
V -0.1007 0.2976 -0.1615 -0.1 0.2 0.1
C 2.2120 -3.1434 0.7260 0.0 0.0 0.0
C 0.7994 -2.5880 0.8361 0.0 0.0 0.0
C -0.0365 -3.0405 -0.3514 0.0 0.0 0.0
C 0.1559 -3.0053 2.1497 0.0 0.0 0.0
O 0.8654 -1.1332 0.8433 0.0 0.0 0.0
Ge 2.4859 -0.0182 0.7239 0.1 0.0 0.0
O 1.7519 0.2841 -1.0118 0.0 0.0 0.0
C 2.3533 0.6294 -2.2809 0.0 0.0 0.0
C 1.6205 1.8485 -2.8215 0.0 0.0 0.0
C 3.8251 0.9383 -2.0551 0.0 0.0 0.0
C 2.1762 -0.5651 -3.2073 0.0 0.0 0.0
O 1.1049 1.2801 1.1681 0.0 0.0 0.1
C 1.1546 2.3376 2.1474 0.0 0.0 0.0
C 1.5251 3.6272 1.4269 0.0 0.0 0.0
C -0.2167 2.4423 2.7970 0.0 0.0 0.0
C 2.2025 1.9967 3.1987 0.0 0.0 0.0
H 2.1804 -4.2330 0.7268 0.0 0.0 0.0
H 2.6863 -2.8259 -0.2063 0.0 0.0 0.0
H 2.8316 -2.8277 1.5673 0.0 0.0 0.0
H -0.0683 -4.1298 -0.3889 0.0 0.0 0.0
H -1.0642 -2.6818 -0.2662 0.0 0.0 0.0
H 0.3877 -2.6747 -1.2876 0.0 0.0 0.0
H 0.0911 -4.0919 2.2171 0.0 0.0 0.0
H 0.7427 -2.6421 2.9943 0.0 0.0 0.0
H -0.8548 -2.6003 2.2224 0.0 0.0 0.0
H 1.6915 2.6786 -2.1147 0.0 0.0 0.0
H 2.0572 2.1676 -3.7684 0.0 0.0 0.0
H 0.5708 1.6061 -2.9990 0.0 0.0 0.0
H 3.9485 1.7813 -1.3707 0.0 0.0 0.0
H 4.3513 0.0725 -1.6476 0.0 0.0 0.0
H 4.3006 1.2006 -3.0002 0.0 0.0 0.0
H 1.1166 -0.7994 -3.3157 0.0 0.0 0.0
H 2.5895 -0.3506 -4.1937 0.0 0.0 0.0
H 2.6938 -1.4376 -2.8039 0.0 0.0 0.0
H 0.7790 3.8778 0.6716 0.0 0.0 0.0
H 1.5913 4.4582 2.1300 0.0 0.0 0.0
H 2.4921 3.5194 0.9329 0.0 0.0 0.0
H -0.9961 2.5812 2.0443 0.0 0.0 0.0
H -0.4324 1.5395 3.3703 0.0 0.0 0.0
H -0.2537 3.2918 3.4794 0.0 0.0 0.0
H 3.2042 1.9626 2.7667 0.0 0.0 0.0
H 2.2049 2.7564 3.9807 0.0 0.0 0.0
H 1.9863 1.0324 3.6632 0.0 0.0 0.0
Br -2.2552 -0.7023 -4.5090 0.0 0.0 0.0
C -3.0288 -0.7023 -2.8016 0.0 0.0 0.1
C -4.4119 -0.9539 -2.6622 0.0 0.0 0.0
C -5.0039 -0.9795 -1.4336 0.0 0.0 0.0
Br -6.8505 -1.3370 -1.3015 0.0 0.0 0.0
C -4.2411 -0.7399 -0.2592 0.0 0.0 0.0
C -4.7293 -0.7589 1.0636 0.0 0.0 0.0
C -3.8756 -0.5202 2.1077 0.0 0.0 0.0
C -2.5279 -0.2387 1.8462 0.0 0.0 0.0
N -2.0403 -0.2014 0.6237 0.0 0.0 0.0
C -2.8714 -0.4685 -0.4262 -0.1 0.0 0.0
C -2.2440 -0.4700 -1.7011 -0.1 0.0 0.0
O -0.9271 -0.2764 -1.7384 0.0 -0.1 -0.1
H -4.9980 -1.1365 -3.5520 0.0 0.0 0.0
H -5.7756 -0.9691 1.2397 0.0 0.0 0.0
H -4.2232 -0.5403 3.1304 0.0 0.0 0.0
H -1.8334 -0.0389 2.6516 0.0 0.0 0.0
S -1.8304 3.3998 -1.1427 0.0 0.0 0.0
C -1.0392 2.2146 -0.6670 0.0 0.0 0.0
```
Positions in Å, forces in eV/Å.

Computed properties:
* LUMO energy (spin up / spin down): -4.065 / -4.244 eV
* 2S+1: 3
* net charge: +1
* gap between HOMO and LUMO (spin up / spin down): 6.945 / 6.800 eV
* <S²>: 2.012

=====

The highest net charge belongs to which entry?
C22H31Br2GeNO4SV